Record 1
Here is a gas-phase ion, C2H7N2 (charge +1) from OMol25. Energies are from ωB97M-V/def2-TZVPD.

Cartesian coordinates (Å):
C -0.824 0.742 -0.108
C 0.316 -0.025 0.435
N 1.455 -0.279 -0.299
N -0.803 -0.749 -0.129
H -1.448 1.121 0.662
H -0.986 1.262 -1.058
H 0.296 0.151 1.700
H 2.285 -0.709 0.139
H 1.854 0.649 -0.669
H -1.554 -1.073 0.408
H -0.589 -1.089 -1.080

The electronic energy is -5159.0641 eV. Its LUMO energy is -3.3 eV. Its total charge is +1. The SMILES is N[C@H]1C[NH2+]1. The value obtained for the highest occupied orbital energy is -0.568 Eh. The orbital gap is 12.1286 eV.

***

Record 2
Here is C5H9N3 in the gas phase from OMol25. Energies are from ωB97M-V/def2-TZVPD.

Cartesian coordinates (Å):
C 0.979 2.251 0.293
C 0.487 1.913 1.668
C -1.039 0.786 0.198
C -0.365 -2.533 -0.324
C 0.107 -1.938 -1.658
H 1.210 3.256 -0.167
H 1.437 1.428 -0.225
H 0.593 0.866 1.922
H 0.362 2.600 2.438
H -2.289 0.541 0.384
H 0.474 -2.302 0.337
H -1.172 -3.329 -0.161
H 1.131 -1.685 -1.674
H -0.240 -2.416 -2.584
N -0.456 1.977 0.634
N -0.291 -0.150 -0.197
N -0.928 -1.264 -0.884

The electronic energy is -9796.1406 eV. Its LUMO energy is 1.2 eV. The SMILES is C(=N\N1CC1)/N1CC1. The value obtained for the highest occupied orbital energy is -0.338 Eh. The orbital gap is 10.4029 eV.

***

Among the records above, which one has the lowest orbital gap? C5H9N3

***

Among the records above, which one has the highest highest occupied orbital energy? C5H9N3

***

Among the records above, which one has the highest orbital gap? C2H7N2

***

Number 2 is which compound? C5H9N3